DFT (ωB97M-V with the def2-TZVPD basis set) results for C5H11N in the gas phase.

XYZ file:
```
17
Properties=species:S:1:pos:R:3:nbo_charge:R:1
C -0.88 1.44 -2.37 -0.401
C -0.70 0.86 -1.19 -0.172
C 0.57 0.15 -0.80 -0.440
C 0.91 0.28 0.71 -0.402
C -0.04 -0.50 1.60 -0.216
N 0.25 -1.93 1.66 -0.851
H -1.89 1.72 -2.65 0.189
H -0.17 1.77 -3.12 0.196
H -1.53 0.79 -0.51 0.193
H 1.40 0.36 -1.47 0.216
H 0.38 -0.93 -0.93 0.200
H 1.92 -0.09 0.88 0.215
H 0.94 1.33 0.99 0.202
H 0.08 -0.14 2.63 0.194
H -1.06 -0.26 1.30 0.158
H 0.00 -2.43 0.82 0.353
H -0.16 -2.41 2.44 0.365
```

The LUMO energy is 0.0422 Eh. As for the gap between HOMO and LUMO: 0.380 hartree. The net charge is 0. Its HOMO energy is -9.2007 eV. Its SMILES is C=CCCCN.

=====

DFT (ωB97M-V with the def2-TZVPD basis set) results for C4H5N3O in the gas phase.

XYZ file:
```
13
Properties=species:S:1:pos:R:3:nbo_charge:R:1
C 0.05 1.49 -2.02 -0.175
N -0.02 0.22 -1.80 -0.163
N 0.10 -0.19 -0.53 -0.140
N -0.08 0.68 0.60 -0.457
C -0.02 -0.18 1.77 0.017
C -0.14 -1.42 1.43 -0.372
C -0.10 -1.53 -0.06 0.624
O -0.14 -2.52 -0.76 -0.559
H -0.01 2.27 -1.22 0.166
H -0.05 1.64 -3.03 0.199
H 0.50 1.50 0.59 0.380
H 0.05 0.27 2.79 0.229
H -0.13 -2.24 2.24 0.251
```

The LUMO energy is 0.0190 Eh. As for the gap between HOMO and LUMO: 0.343 hartree. The net charge is 0. Its HOMO energy is -8.8123 eV. Its SMILES is C=Nn1[nH]ccc1=O.

=====

DFT (ωB97M-V with the def2-TZVPD basis set) results for a molecular structure, C14H34IrNO2P2Si.

XYZ file:
```
55
Properties=species:S:1:pos:R:3:mulliken_spin:R:1
C 1.88 3.72 0.51 0.280
C 1.09 2.66 0.08 0.572
N 0.78 1.66 0.94 0.334
C 1.42 1.58 2.14 0.471
C 2.13 2.67 2.65 0.359
C 2.38 3.75 1.81 0.341
C 0.49 2.73 -1.29 -0.028
P -0.58 1.22 -1.64 0.064
Ir -0.60 0.13 0.35 1.304
P 0.43 -0.98 2.06 0.058
C 1.17 0.41 3.04 -0.001
O 4.23 1.47 -2.99 0.004
O 4.19 -0.67 0.13 0.002
H 2.02 4.54 -0.20 0.011
H 2.39 2.67 3.71 0.006
H 2.93 4.62 2.19 0.042
C -2.14 2.16 -1.85 0.018
C -0.01 0.69 -3.31 0.032
H 2.08 0.05 3.56 0.022
H 0.45 0.71 3.82 0.066
H 1.22 2.88 -2.12 0.030
H -0.19 3.60 -1.41 0.057
C -0.71 -1.75 3.23 0.025
C 1.90 -2.05 1.96 0.060
H 3.56 -0.02 -0.25 0.005
H 4.49 -1.22 -0.61 -0.001
H 4.26 1.02 -2.14 -0.001
H 4.73 2.28 -2.84 -0.001
H -2.16 -0.33 0.58 0.196
H 0.25 -1.09 -0.38 0.204
H -1.96 2.87 -2.66 0.003
H -3.01 1.54 -2.06 -0.008
H -2.30 2.69 -0.90 0.000
H -0.33 1.46 -4.03 -0.001
H 1.09 0.66 -3.28 -0.002
H -0.40 -0.28 -3.65 0.002
H 2.24 -2.30 2.98 0.001
H 1.62 -2.98 1.45 0.004
H 2.73 -1.57 1.41 -0.019
H -0.17 -2.02 4.15 0.002
H -1.51 -1.04 3.46 -0.003
H -1.14 -2.65 2.78 -0.005
C -1.78 -3.18 0.32 0.084
Si -1.13 -1.84 -0.87 0.210
C 0.03 -2.84 -2.06 0.073
C -2.62 -1.38 -1.98 0.105
H -1.01 -3.77 0.83 -0.003
H -2.39 -3.88 -0.29 0.005
H -2.46 -2.75 1.08 0.008
H -0.58 -3.64 -2.52 0.002
H 0.49 -2.28 -2.88 0.007
H 0.84 -3.35 -1.53 0.001
H -3.13 -2.33 -2.21 0.007
H -3.33 -0.75 -1.44 -0.004
H -2.38 -0.90 -2.93 -0.001
```

The LUMO energy (alpha / beta) is -0.1187 / -0.2407 Eh. As for the spin multiplicity: 6. As for the gap between HOMO and LUMO (alpha / beta): 0.144 / 0.186 hartree. The expectation value of S² is 8.76. The net charge is +1. Its HOMO energy (alpha / beta) is -7.1445 / -11.6133 eV.

=====

DFT (ωB97M-V with the def2-TZVPD basis set) results for a molecular structure, C3H2CsO3S.

XYZ file:
```
10
Properties=species:S:1:pos:R:3:mulliken_charge:R:1
C 0.43 1.97 -1.47 0.297
C -0.17 1.23 -0.55 -0.357
O -0.69 0.27 0.43 -0.321
C -0.67 -1.06 -0.17 0.406
O -0.85 -1.27 -1.38 -0.375
O -0.46 -2.20 0.68 -0.241
S 1.20 -2.23 1.16 -0.007
H 1.03 2.19 -2.43 0.387
H 1.32 -1.49 2.35 0.170
Cs -1.14 2.58 1.37 1.043
```

The LUMO energy is -0.1578 Eh. As for the gap between HOMO and LUMO: 0.332 hartree. The net charge is +1. Its HOMO energy is -13.3391 eV.

=====

DFT (ωB97M-V with the def2-TZVPD basis set) results for 2 unconnected molecules or ions with the total composition C22H27N2O.

XYZ file:
```
52
Properties=species:S:1:pos:R:3:nbo_charge:R:1
C 2.26 2.59 -1.84 -0.273
O 0.85 2.88 -1.79 -0.403
C -0.01 1.90 -1.71 0.482
C -1.40 2.19 -1.80 -0.245
C -2.30 1.10 -1.81 -0.088
C -3.66 1.33 -1.84 -0.187
C -4.18 2.63 -1.87 0.105
C -5.66 2.85 -1.89 -0.656
C -3.28 3.71 -1.88 -0.220
C -1.91 3.52 -1.86 -0.088
H 2.75 3.56 -1.89 0.230
H 2.57 2.04 -0.94 0.226
H 2.50 2.00 -2.74 0.210
H 0.37 0.86 -1.73 0.219
H -1.87 0.10 -1.79 0.231
H -4.37 0.49 -1.84 0.230
H -5.89 3.92 -1.90 0.233
H -6.11 2.38 -2.78 0.251
H -6.13 2.39 -1.01 0.249
H -3.69 4.72 -1.90 0.237
H -1.22 4.35 -1.87 0.242
C 3.39 -0.42 0.88 -0.656
C 2.61 -1.64 0.51 -0.016
C 1.40 -1.92 1.17 0.185
N 0.95 -1.00 2.14 -0.441
C 0.95 0.37 1.94 0.090
N 0.32 0.84 3.04 -0.403
C -0.01 2.22 3.28 -0.395
C 0.01 -0.18 3.95 -0.092
C 0.40 -1.33 3.39 -0.069
C 0.65 -3.07 0.87 -0.026
C -0.67 -3.36 1.51 -0.636
C 1.15 -3.95 -0.10 -0.210
C 2.36 -3.69 -0.76 -0.002
C 2.86 -4.66 -1.79 -0.631
C 3.08 -2.54 -0.45 -0.216
H 4.30 -0.40 0.27 0.210
H 2.80 0.49 0.71 0.240
H 3.70 -0.43 1.93 0.232
H 0.16 2.79 2.36 0.219
H -1.06 2.31 3.58 0.206
H 0.60 2.65 4.09 0.210
H -0.45 0.01 4.90 0.229
H 0.38 -2.33 3.76 0.233
H -1.12 -4.20 0.98 0.224
H -0.57 -3.65 2.56 0.220
H -1.37 -2.52 1.45 0.221
H 0.58 -4.84 -0.34 0.211
H 3.81 -4.31 -2.20 0.217
H 3.01 -5.66 -1.35 0.229
H 2.14 -4.78 -2.61 0.222
H 4.03 -2.34 -0.94 0.211
```

The LUMO energy is -0.1843 Eh. As for the gap between HOMO and LUMO: 0.201 hartree. The net charge is +1. Its HOMO energy is -10.4968 eV.

=====

DFT (ωB97M-V with the def2-TZVPD basis set) results for C2H4NP in the gas phase.

XYZ file:
```
8
Properties=species:S:1:pos:R:3:nbo_charge:R:1
C 0.01 -1.24 0.08 -0.662
C 0.27 0.41 0.18 0.095
P 0.57 1.98 -0.70 0.492
N 0.29 1.38 0.96 -0.567
H -0.97 -1.32 -0.45 0.238
H -0.21 -1.29 1.23 0.240
H 0.81 -1.97 -0.34 0.260
H -0.76 2.04 -0.96 -0.096
```

The LUMO energy is 0.0312 Eh. As for the gap between HOMO and LUMO: 0.362 hartree. The net charge is 0. Its HOMO energy is -9.0104 eV. Its SMILES is CC1=[PH]=N1.

=====

DFT (ωB97M-V with the def2-TZVPD basis set) results for 3 unconnected molecules or ions with the total composition C5H9NO.

XYZ file:
```
16
Properties=species:S:1:pos:R:3:nbo_charge:R:1
C -0.60 0.44 -1.36 -0.297
C -0.94 0.40 -0.07 -0.140
C -1.29 -0.86 0.69 -0.633
C -1.09 1.65 0.66 0.249
N -1.28 2.64 1.23 -0.304
H -0.57 -0.48 -1.93 0.213
H -0.38 1.38 -1.86 0.217
H -0.85 -1.74 0.20 0.235
H -0.92 -0.82 1.72 0.230
H -2.38 -0.97 0.71 0.233
H 1.35 -1.40 -1.82 -0.057
H 1.75 -1.41 -1.21 0.044
C 1.81 0.30 0.76 0.281
O 2.11 -0.87 0.64 -0.517
H 2.06 1.07 0.00 0.122
H 1.23 0.66 1.64 0.122
```

The LUMO energy is 0.0083 Eh. As for the gap between HOMO and LUMO: 0.386 hartree. The net charge is 0. Its HOMO energy is -10.2914 eV. Its SMILES is C=C(C)C#N.[H][H].C=O.

=====

DFT (ωB97M-V with the def2-TZVPD basis set) results for 4 unconnected molecules or ions with the total composition C25H54F2IN6O7P2.

XYZ file:
```
97
Properties=species:S:1:pos:R:3:mulliken_charge:R:1
C -0.92 -3.05 3.82 -0.960
C 0.24 -2.17 3.06 -0.449
N -0.16 -1.59 1.73 0.570
C -1.44 -0.78 1.65 -0.773
N -2.76 -1.13 1.51 0.566
C -3.80 -0.04 1.54 -0.927
C -4.39 0.42 0.09 -0.298
C -6.04 0.59 0.30 0.525
C -6.40 1.79 1.38 -1.115
C -6.85 0.89 -1.10 -1.280
C -3.16 -2.58 1.33 0.671
C -3.94 -2.94 -0.05 -0.950
F -4.01 -2.97 2.51 -0.375
N -0.88 0.65 1.79 -0.170
C 0.13 0.62 0.61 -0.728
I -1.00 0.50 -1.31 0.043
C 0.93 2.03 0.38 -0.625
C 1.22 2.90 1.74 0.450
C 0.45 4.38 1.63 -1.195
F 2.67 3.22 1.95 -0.361
C 0.93 -0.73 1.06 0.565
P 1.54 -1.96 -0.32 0.185
C 0.06 -3.13 -0.85 -0.555
O 2.10 -1.04 -1.74 -0.518
P 2.56 -0.41 1.99 1.006
O 3.39 -1.75 2.36 -0.692
O 2.41 0.47 3.49 -0.592
O 3.71 0.53 1.01 -0.505
H -0.49 -3.51 4.83 0.407
H -1.86 -2.37 4.00 0.240
H -1.15 -3.97 3.13 0.229
H 1.12 -2.94 2.83 0.392
H 0.58 -1.34 3.86 0.224
H -4.72 -0.47 2.15 0.428
H -3.48 0.94 2.11 0.335
H -4.11 -0.26 -0.82 0.096
H -4.01 1.53 -0.12 0.355
H -6.47 -0.42 0.77 0.220
H -5.46 2.15 2.00 0.282
H -7.20 1.45 2.20 0.261
H -6.78 2.75 0.80 0.366
H -7.02 -0.08 -1.73 0.158
H -6.33 1.73 -1.73 0.221
H -7.94 1.29 -0.83 0.469
H -2.17 -3.26 1.34 -0.133
H -5.03 -2.45 0.04 0.251
H -4.12 -4.08 -0.26 0.341
H -3.45 -2.37 -0.98 0.201
H -0.37 0.55 2.70 0.421
H 0.21 2.71 -0.29 0.586
H 1.91 1.90 -0.29 0.256
H 0.84 2.42 2.74 0.128
H 0.68 4.91 2.67 0.353
H 0.96 5.03 0.78 0.331
H -0.72 4.27 1.50 0.290
H -0.79 -2.55 -1.42 0.142
H -0.31 -3.69 0.12 0.186
H 0.58 -3.97 -1.52 0.422
H 1.51 -1.22 -2.52 0.308
H 3.10 0.17 4.17 0.361
H 3.76 0.04 0.12 0.362
C 6.65 -1.97 -0.61 0.009
O 7.35 -2.27 -1.56 -0.598
N 7.10 -1.48 0.60 0.201
C 6.19 -1.14 1.68 -0.415
C 8.52 -1.31 0.80 -0.943
H 5.55 -2.06 -0.66 0.366
H 6.32 -0.08 1.92 0.353
H 6.44 -1.75 2.55 0.368
H 5.15 -1.32 1.39 -0.231
H 8.90 -0.61 0.04 0.182
H 9.02 -2.27 0.67 0.322
H 8.73 -0.92 1.80 0.395
C 10.93 3.95 -1.58 0.124
O 10.50 4.99 -1.09 -0.577
N 10.24 2.76 -1.66 0.131
C 10.83 1.57 -2.25 -0.810
C 8.90 2.69 -1.14 -1.013
H 11.95 3.89 -2.01 0.272
H 10.21 1.26 -3.10 0.314
H 10.85 0.78 -1.50 0.258
H 11.84 1.76 -2.61 0.305
H 8.27 3.42 -1.66 0.311
H 8.91 2.94 -0.07 0.288
H 8.48 1.68 -1.27 0.379
C -9.27 -0.24 -2.91 0.067
O -9.31 0.71 -2.14 -0.650
N -9.60 -0.20 -4.25 0.103
C -9.53 -1.37 -5.10 -0.903
C -10.05 1.06 -4.82 -0.947
H -8.94 -1.24 -2.58 0.394
H -8.83 -1.16 -5.91 0.341
H -10.52 -1.57 -5.50 0.336
H -9.18 -2.24 -4.54 0.295
H -9.26 1.80 -4.70 0.280
H -10.94 1.40 -4.28 0.300
H -10.28 0.94 -5.88 0.388
```

The LUMO energy is -0.1683 Eh. As for the gap between HOMO and LUMO: 0.208 hartree. The net charge is +1. Its HOMO energy is -10.2335 eV.

=====

Results for total energy: -251.82496, -394.82950, -1835.11108, -759.12292, -1038.96882, -474.61325, -325.80693, -3019.76913 (in a.u., following the order of the records).